# 1
13
Properties=species:S:1:pos:R:3:forces:R:3 method="wB97M-V/def2-TZVPD" lumo_energy_ev=0.72 spin_multiplicity=1 relative_energy_ev=3.787 energy_ha=-286.49247 smiles="C[C@H]1N=C1CO" orbital_gap_ev=10.5
O 0.83443 1.98353 0.32955 -3.09 1.24 -1.57
N 0.74424 -1.60293 0.69900 0.96 1.14 0.00
C -0.56624 -0.88276 0.65376 0.72 0.58 3.21
C -1.28036 -1.05619 -0.55251 -0.76 2.09 -2.81
C 0.76740 -0.34488 0.52738 -0.47 -2.99 1.63
C 1.57230 0.81232 0.39066 2.78 1.87 -0.98
H 2.23141 0.72606 -0.49805 -0.43 -0.29 -0.11
H -1.09426 -0.76695 1.65285 0.46 -0.30 -1.37
H -2.27026 -0.76432 -0.52591 -2.30 1.45 0.56
H 0.00229 1.91833 -0.28274 2.48 -0.13 1.67
H -0.86236 -0.47605 -1.40048 0.02 -0.42 0.34
H -1.47470 -1.99540 -0.89348 0.49 -3.29 -0.76
H 2.36399 1.06584 1.13702 -0.86 -0.96 0.19

# 2
114
Properties=species:S:1:pos:R:3:forces:R:3 method="wB97M-V/def2-TZVPD" lumo_energy_ev=-0.67 spin_multiplicity=1 energy_ha=-2451.74203 smiles="N#COc1ccc2c(c1)C(=O)NC2=O.COCCNCCOC.COCCNCCOC.COCCNCCOC.COCCNCCOC" orbital_gap_ev=7.9
O -1.37623 4.72052 6.70513 -0.24 -0.10 0.09
O -0.48221 2.10168 -5.07821 -0.41 -0.15 0.06
O -3.47000 3.17506 -2.57122 -0.43 -0.21 -0.31
O 4.18483 -2.55282 0.42023 0.41 0.05 0.09
O 1.38876 -4.45365 -2.07002 0.08 0.03 0.24
O 3.22393 1.78994 1.27457 -0.20 -0.19 -0.08
O -1.74450 2.69499 2.65256 0.10 0.20 0.13
O -0.15865 5.18545 -1.69417 -0.37 -0.15 -0.04
O 4.87482 2.42924 -4.68644 -0.28 0.19 0.26
O -6.59389 0.33513 -4.26671 0.06 -0.19 0.18
O -0.16525 -8.32419 -0.27244 -0.02 0.11 -0.19
N -1.39618 1.94573 5.65739 0.21 0.00 0.01
N 5.24231 0.33486 -3.48549 0.07 -0.09 -0.26
N 2.54083 -6.97953 -1.03348 0.01 -0.10 -0.17
N -6.09392 1.72821 -1.69629 -0.12 0.17 -0.04
N -0.80709 3.65451 -3.33827 0.84 -1.23 0.01
N 4.60331 -0.63901 2.64391 -0.18 -0.04 0.10
C 0.11587 4.39791 -2.55310 0.88 0.48 0.72
C 5.47115 -2.43531 -0.16488 -0.14 0.05 -0.08
C -3.69591 2.44378 -3.77216 0.20 -0.09 0.13
C -6.05009 -0.92068 -3.90703 0.03 0.11 -0.10
C -4.63271 3.79468 -2.04793 0.07 0.35 0.46
C 2.50759 2.60636 -4.56058 -0.42 -1.01 -1.07
C 3.71329 3.00689 -4.07453 0.54 -0.06 -0.55
C -7.14848 2.04170 -2.65280 0.28 -0.13 0.03
C 2.57893 -5.06293 -2.55462 -0.11 -0.05 -0.42
C -1.81431 4.01633 3.16421 -0.25 -0.07 -0.18
C 2.73190 4.44151 -2.46907 0.16 0.27 0.20
C -7.60695 0.79551 -3.37944 -0.20 0.28 -0.26
C 4.21927 -2.90339 1.79940 -0.44 -0.15 0.03
C 0.82413 -8.86746 -1.12647 0.10 -0.35 0.04
C 4.06361 0.57541 3.24969 0.26 -0.02 -0.16
C -0.65329 3.63230 7.26898 0.40 0.15 -0.05
C 5.08411 1.29466 -4.10357 0.35 -0.31 0.44
C 1.38710 3.11729 -3.97687 0.13 0.35 -0.02
C -0.05785 2.85353 -4.25167 0.96 0.41 -0.09
C -0.71095 -7.08529 -0.69108 -0.07 -0.07 0.26
C 1.59518 -3.67367 -0.90407 -0.22 -0.01 -0.17
C 2.24013 -8.39157 -0.81596 0.02 0.19 0.23
C 3.86610 3.90470 -3.05198 0.33 0.38 0.35
C -0.71286 1.89917 3.19914 0.10 -0.35 -0.20
C -2.73038 4.77572 7.11250 0.09 0.06 -0.10
C 3.68149 -1.76876 2.64555 0.18 0.19 -0.17
C 3.10895 0.87978 0.19220 0.22 0.27 -0.11
C 2.89476 1.25182 2.54084 -0.04 0.25 0.32
C -5.44779 2.90231 -1.11518 0.08 -0.25 -0.02
C 2.48979 -6.56903 -2.43194 -0.11 0.05 0.28
C 1.52307 4.02750 -2.96049 -1.68 0.14 -0.04
C -1.10872 1.15053 4.46776 -0.29 0.03 0.08
C -0.23900 2.65551 6.18947 -0.29 0.03 -0.13
H 2.95153 -8.99596 -1.38739 -0.02 0.02 -0.06
H 0.80288 -9.94726 -0.95399 -0.01 0.00 0.01
H 2.78087 5.14812 -1.65622 0.07 0.09 0.07
H -6.83388 -1.67965 -3.82526 0.03 -0.03 0.06
H 1.55465 -6.88637 -2.91325 0.07 0.03 -0.18
H -0.15792 -6.24471 -0.26336 0.00 0.09 -0.16
H -2.81173 4.81133 8.20291 -0.06 -0.05 0.00
H 3.32546 -7.02559 -2.97015 -0.01 -0.03 0.01
H 5.22407 -3.19223 2.11799 0.05 0.11 -0.05
H -5.23785 4.22515 -2.85343 0.02 -0.15 -0.09
H 5.33935 -2.25682 -1.23122 -0.07 0.03 0.01
H -3.92623 1.39692 -3.55673 -0.14 0.01 -0.11
H -4.27305 4.63997 -1.45348 0.01 -0.02 -0.01
H -0.32745 0.42239 4.70981 0.05 0.05 0.01
H -5.35869 -1.21891 -4.69334 -0.01 0.05 -0.03
H 0.55365 -8.72146 -2.17874 -0.02 0.16 0.01
H -7.90926 0.01743 -2.67328 0.13 -0.02 0.04
H 6.02069 -1.58998 0.26171 0.14 -0.08 -0.01
H -0.82997 4.40024 3.44139 0.01 -0.03 0.07
H 3.54349 -2.11752 3.67293 -0.01 0.03 0.01
H 2.35823 -2.91405 -1.07013 0.06 -0.02 0.10
H 2.01469 0.60147 2.47046 0.06 -0.09 -0.11
H 1.88441 -4.30183 -0.05439 0.13 0.11 0.04
H -2.22479 4.65394 2.38145 0.02 -0.03 -0.05
H 3.77672 0.35942 4.28367 -0.05 -0.05 -0.02
H -2.11360 2.62028 5.42544 -0.03 0.00 0.03
H -6.20799 3.51228 -0.61582 -0.01 0.01 -0.07
H 2.43211 -8.59574 0.24046 -0.02 -0.09 -0.01
H -3.16191 5.68718 6.70233 0.05 0.01 -0.02
H 2.86714 1.45335 -0.70513 -0.02 0.04 0.05
H 2.59300 2.10591 3.15492 0.02 0.00 0.00
H 2.66543 -4.80199 -3.61387 0.04 0.01 0.00
H 4.06294 0.37879 0.01048 -0.12 -0.19 -0.10
H -2.78035 2.45979 -4.35884 0.00 0.05 -0.04
H 0.65389 -3.17862 -0.66461 -0.04 -0.06 -0.06
H 3.56730 -3.77362 1.92608 0.03 -0.02 0.02
H -6.80742 2.76071 -3.41041 -0.19 0.04 -0.06
H 4.85949 -0.43090 1.68761 0.06 -0.03 0.00
H -4.49526 2.88353 -4.37173 -0.06 -0.03 0.05
H 4.88426 1.29559 3.29550 -0.05 0.06 0.04
H -8.47857 1.04737 -3.99099 -0.02 -0.02 0.02
H 0.20432 2.48503 3.32555 -0.06 0.11 0.08
H 0.24793 4.04934 7.72812 -0.01 -0.02 0.03
H 2.69826 -1.49070 2.24027 -0.09 -0.16 0.07
H 4.85468 4.18028 -2.72504 0.15 0.01 0.09
H -2.01302 0.57858 4.24505 0.04 -0.04 -0.07
H -1.73304 -7.03034 -0.31529 0.00 -0.05 0.00
H -7.99672 2.48055 -2.11969 0.02 0.03 0.01
H 6.04828 -3.35515 -0.03309 0.05 0.03 0.04
H -0.73604 -6.99526 -1.77972 0.08 0.03 -0.01
H 2.43037 1.88409 -5.36031 0.11 -0.06 -0.11
H 0.28058 3.22629 5.40727 0.16 0.03 0.11
H -5.38807 1.17272 -2.16115 -0.01 -0.05 0.01
H 3.46603 -4.67834 -2.04334 -0.06 -0.02 0.13
H -4.77655 2.53756 -0.33706 0.08 0.07 0.09
H 1.87607 -6.42656 -0.50840 0.02 0.04 0.02
H -5.49850 -0.86227 -2.96248 -0.06 -0.11 0.05
H -1.22558 3.13105 8.05421 -0.11 -0.02 -0.08
H -2.48963 4.07224 4.02262 0.12 0.10 0.08
H -0.48877 1.14509 2.43818 0.00 0.00 -0.01
H 2.32016 0.14001 0.35337 0.05 -0.04 0.06
H -1.28460 2.96452 -2.75579 -1.15 0.87 0.09
H -3.29824 3.92001 6.73175 -0.05 -0.02 0.12
H 0.46370 1.93041 6.61026 0.00 -0.02 -0.03

# 3
9
Properties=species:S:1:pos:R:3:forces:R:3 method="wB97M-V/def2-TZVPD" lumo_energy_ev=6.96 spin_multiplicity=1 relative_energy_ev=2.909 energy_ha=-933.59612 total_charge=-2 orbital_gap_ev=7.5
P 0.17772 -1.06392 1.46263 0.96 -2.30 -0.95
Si 0.06001 0.27645 -0.33640 0.46 2.38 -1.42
O -1.60751 1.77332 -1.95047 1.06 -1.17 0.68
O 1.43224 -0.39658 1.92030 1.42 0.48 -0.64
O 0.26958 -2.32491 0.61592 0.28 0.17 0.34
O -0.90913 -0.91770 2.40122 -3.18 0.11 2.13
H -1.23488 1.17129 -2.61494 -0.20 0.26 0.04
H 0.86063 1.48579 0.03055 -0.34 0.45 -0.04
H 0.95134 -0.00375 -1.52880 -0.46 -0.39 -0.14

# 4
56
Properties=species:S:1:pos:R:3:forces:R:3 method="wB97M-V/def2-TZVPD" lumo_energy_ev=0.30 spin_multiplicity=1 relative_energy_ev=1.419 energy_ha=-1941.30057 smiles="CC(=O)c1cccc(NC(=O)CN2C(=O)COc3ccc(S(=O)(=O)N4CCOCC4)cc32)c1" orbital_gap_ev=9.1
S 0.61328 0.16066 1.15758 0.18 -0.42 0.01
O 2.26327 -1.57814 4.88166 -0.03 0.03 0.22
O 0.66882 5.23291 1.51220 0.01 -0.03 -0.04
O 1.41621 1.24884 0.69365 0.39 0.01 0.05
O -1.09928 0.20620 -3.78253 0.13 -0.06 -0.12
O -3.05709 -3.15842 -4.32516 -0.03 -0.17 -0.14
O 0.21978 -3.81780 -3.16883 0.22 0.31 -0.03
O -0.72917 0.46841 1.59100 -0.06 -0.35 0.00
N 1.46976 -0.62560 2.36643 -0.36 0.31 -0.94
N -1.96963 -2.17697 -2.59985 -0.19 0.27 0.12
N -2.07513 1.22861 -1.99505 -0.34 0.23 0.26
C -0.70229 -1.27196 -0.72743 -0.07 -0.17 0.03
C 0.64566 4.26591 -1.09758 -0.04 0.03 0.15
C -0.28956 2.75274 -2.71128 -0.05 -0.10 -0.09
C -2.13131 -3.14257 -3.54887 0.14 -0.23 -0.04
C -1.15658 2.81441 -0.46255 0.12 0.21 -0.05
C 0.51603 -1.09920 -0.10181 -0.04 0.35 0.44
C 0.61106 3.75018 -2.37741 -0.01 0.02 0.12
C 3.00776 -0.57754 4.22435 -0.06 0.24 -0.22
C 0.30019 -2.90655 -2.17250 -0.07 0.22 0.40
C 1.51907 -2.72137 -1.52729 -0.19 0.03 -0.09
C -1.90787 0.21875 -2.88494 -0.42 -0.20 0.07
C -0.99525 3.73242 2.31087 0.20 0.14 0.18
C 1.62458 -2.42881 3.96269 -0.23 -0.07 -0.32
C 0.69001 -1.64568 3.03627 -0.18 -0.49 0.40
C -2.81939 -0.99871 -2.63958 0.05 -0.01 -0.26
C -1.08757 -4.24972 -3.49091 -0.36 -0.36 -0.16
C -0.81381 -2.13273 -1.81007 0.55 -0.21 0.10
C -0.11314 4.34492 1.25404 -0.17 -0.01 0.34
C -1.16957 2.28048 -1.74488 0.20 0.21 -0.09
C 2.10958 0.26536 3.31922 0.34 0.33 0.27
C -0.23676 3.79899 -0.12371 0.13 0.05 -0.65
C 1.63967 -1.78920 -0.51104 0.07 -0.09 -0.05
H 3.80255 -1.03870 3.62026 -0.02 0.06 0.04
H -0.86999 2.65166 2.31653 -0.10 -0.05 0.03
H -1.53865 -0.71329 -0.34617 -0.18 0.02 -0.07
H -2.75688 1.10195 -1.25903 0.09 -0.14 -0.20
H 0.26170 -2.29941 2.27436 -0.05 -0.14 0.14
H -3.49002 -1.13757 -3.49407 0.08 0.11 0.21
H -2.03805 3.96193 2.09872 -0.13 -0.04 -0.02
H -1.42503 -4.99675 -2.75377 0.05 0.12 -0.11
H -1.02642 -4.72788 -4.47028 -0.10 0.13 0.18
H -1.84302 2.42732 0.27388 -0.05 -0.08 0.12
H -0.12375 -1.19062 3.61832 0.05 -0.09 -0.04
H 1.35726 5.02826 -0.81985 0.05 0.05 0.03
H -3.41065 -0.91664 -1.72421 0.00 0.04 -0.04
H 1.29701 4.11552 -3.12660 0.06 0.03 -0.06
H -0.30113 2.33006 -3.70162 -0.02 -0.01 -0.03
H -0.73210 4.14352 3.28231 0.00 0.04 -0.02
H 3.45108 0.03733 5.00825 0.01 0.01 -0.13
H 2.37456 -2.95320 3.35137 -0.06 -0.02 0.06
H 2.36438 -3.30029 -1.86199 0.11 -0.07 -0.03
H 2.68178 0.99740 2.75069 0.09 0.04 0.18
H 1.06285 -3.15271 4.55482 0.01 0.01 -0.13
H 1.35745 0.78560 3.92933 0.09 0.00 0.01
H 2.58372 -1.60229 -0.02793 0.18 -0.05 0.04

Copy entry 3 word for word.
9
Properties=species:S:1:pos:R:3:forces:R:3 method="wB97M-V/def2-TZVPD" lumo_energy_ev=6.96 spin_multiplicity=1 relative_energy_ev=2.909 energy_ha=-933.59612 total_charge=-2 orbital_gap_ev=7.5
P 0.17772 -1.06392 1.46263 0.96 -2.30 -0.95
Si 0.06001 0.27645 -0.33640 0.46 2.38 -1.42
O -1.60751 1.77332 -1.95047 1.06 -1.17 0.68
O 1.43224 -0.39658 1.92030 1.42 0.48 -0.64
O 0.26958 -2.32491 0.61592 0.28 0.17 0.34
O -0.90913 -0.91770 2.40122 -3.18 0.11 2.13
H -1.23488 1.17129 -2.61494 -0.20 0.26 0.04
H 0.86063 1.48579 0.03055 -0.34 0.45 -0.04
H 0.95134 -0.00375 -1.52880 -0.46 -0.39 -0.14